Density functional theory data (the ωB97M-V functional and the def2-TZVPD basis) for C35H45MoN2O9 as an isolated structure in a non-equilibrium geometry.

Geometry (Å):
Mo  -0.5109  -0.9472  0.9120
C  -1.1706  1.4142  -0.9244
C  -1.1166  2.1062  0.4707
O  -0.3091  1.4473  1.4150
C  1.0061  1.9585  1.5638
C  2.4472  0.2401  0.1930
O  1.8094  -0.7835  0.9291
C  2.5974  -1.4571  1.8973
C  2.3480  -0.9531  3.3268
O  0.9868  -0.9490  3.6832
C  0.4225  -2.1889  4.0348
C  -0.3287  -2.8334  2.8651
O  0.5354  -3.6628  2.1417
C  -0.0021  -4.3237  1.0093
C  0.5365  -3.7522  -0.3064
O  -0.0999  -2.5224  -0.5506
C  0.1897  -1.9282  -1.7962
C  -0.6455  -0.6596  -1.9627
O  -0.3614  0.2527  -0.9178
H  -0.8226  2.0848  -1.7232
H  -2.2072  1.1273  -1.1419
H  -2.1199  2.0886  0.9056
H  -0.7950  3.1497  0.3541
H  1.3694  1.5076  2.4883
H  0.9438  3.0466  1.6923
H  3.5114  0.2659  0.4687
H  2.4003  -0.0220  -0.8765
H  3.6636  -1.3528  1.6602
H  2.3008  -2.5100  1.8440
H  2.6691  0.0858  3.4360
H  2.9291  -1.5722  4.0246
H  -0.2789  -1.9849  4.8494
H  1.1858  -2.8906  4.3906
H  -0.7874  -1.9623  2.2735
H  -1.1743  -3.4246  3.2522
H  -1.0965  -4.2636  0.9870
H  0.2941  -5.3755  1.0745
H  0.2950  -4.4558  -1.1146
H  1.6293  -3.6278  -0.2383
H  -0.0707  -2.6261  -2.6038
H  1.2621  -1.6807  -1.8634
H  -1.7062  -0.9401  -1.9332
H  -0.4115  -0.1951  -2.9294
C  -4.1002  -4.0259  2.2765
C  -4.7894  -3.9030  0.9229
C  -4.7252  -2.4651  0.3513
C  -5.5077  -2.4087  -0.9770
C  -5.4829  -1.0128  -1.5841
C  -5.4017  -1.5319  1.3307
O  -6.5673  -1.5999  1.6180
N  -4.5867  -0.5784  1.9051
C  -3.2236  -0.4676  1.7378
O  -2.5641  0.3019  2.4198
N  -2.6185  -1.2072  0.7872
C  -3.2672  -2.1485  0.0625
O  -2.6670  -2.7645  -0.8070
H  -4.0846  -5.0652  2.5961
H  -4.6208  -3.4434  3.0332
H  -3.0721  -3.6674  2.2184
H  -5.8382  -4.1872  1.0227
H  -4.3139  -4.5707  0.2008
H  -6.5385  -2.7044  -0.7808
H  -5.0566  -3.1240  -1.6652
H  -5.9493  -0.2929  -0.9159
H  -6.0272  -1.0034  -2.5234
H  -4.4590  -0.6945  -1.7765
H  -5.0086  0.0277  2.6014
C  1.8989  1.6484  0.3864
C  2.2456  2.5627  -0.4782
C  2.8790  3.3646  -1.2972
C  2.2501  4.0266  -2.4507
C  2.5555  5.3587  -2.7168
C  1.9397  6.0194  -3.7631
C  1.0173  5.3584  -4.5569
C  0.7126  4.0313  -4.2997
C  1.3204  3.3674  -3.2493
C  4.3316  3.5177  -1.0575
C  5.1771  3.4960  -2.1658
C  6.5433  3.3635  -1.9939
C  7.0770  3.2746  -0.7190
C  6.2456  3.3465  0.3881
C  4.8774  3.4539  0.2214
H  3.2723  5.8724  -2.0930
H  2.1797  7.0517  -3.9603
H  0.5510  5.8695  -5.3841
H  0.0008  3.5156  -4.9271
H  1.1096  2.3215  -3.0605
H  4.7597  3.5584  -3.1614
H  7.1905  3.3019  -2.8565
H  8.1394  3.1478  -0.5845
H  6.6591  3.2893  1.3851
H  4.2192  3.4892  1.0797

Cartesian forces, eV/Å:
1.129 1.107 -1.219
-0.356 0.771 -0.084
-0.599 0.348 -0.397
0.187 -0.756 -0.011
0.652 0.422 0.226
0.515 0.573 -0.906
-0.886 0.184 0.047
0.243 -0.566 0.941
0.233 0.077 -0.378
-0.017 0.203 -0.183
-0.322 -0.161 -0.087
0.234 0.143 0.049
0.167 -0.091 0.088
-0.024 -0.080 -0.522
0.101 -0.856 0.662
0.233 0.713 0.541
0.140 0.573 -0.695
-0.229 -0.757 -0.811
0.206 -0.351 0.685
-0.024 -0.128 0.198
0.138 -0.031 0.014
0.185 0.112 -0.115
-0.019 -0.214 0.041
-0.014 0.054 -0.038
0.079 -0.185 0.039
-0.214 -0.068 -0.005
0.033 0.093 0.322
-0.199 -0.064 -0.026
0.250 0.260 -0.024
0.131 -0.102 -0.017
0.025 0.082 -0.122
0.033 -0.081 -0.150
-0.084 0.012 -0.003
-0.594 -1.394 1.944
-0.004 0.349 -0.281
0.068 -0.029 0.049
-0.059 0.119 -0.020
0.050 0.154 0.065
-0.198 0.041 -0.114
0.037 0.153 0.105
-0.168 -0.171 0.055
0.134 0.123 -0.026
-0.005 -0.097 0.094
-0.084 -0.069 -0.182
0.098 0.094 0.144
-0.366 -0.505 -0.371
0.079 0.186 0.029
-0.064 -0.208 0.012
0.358 0.047 -0.003
-0.259 -0.072 0.010
-0.232 0.262 0.358
-0.501 0.242 0.301
0.024 0.105 0.194
0.445 -0.103 -0.197
-0.125 -0.252 -0.253
-0.490 -0.220 -0.129
0.034 -0.038 0.103
-0.027 0.035 0.144
0.078 -0.019 0.041
0.016 0.054 -0.096
-0.092 0.087 -0.045
0.046 -0.071 0.044
-0.029 -0.046 0.075
-0.081 0.151 0.030
-0.022 0.098 -0.115
0.118 0.089 -0.099
0.091 -0.116 -0.082
-0.392 -0.286 0.134
-0.021 -0.059 0.025
-0.118 -0.087 0.291
-0.270 0.042 -0.253
0.011 -0.125 0.058
-0.030 0.031 -0.038
0.033 -0.031 -0.024
-0.124 -0.038 -0.060
0.136 0.022 0.023
0.369 -0.024 0.004
-0.036 0.090 0.071
0.064 -0.024 0.022
0.074 0.021 0.036
0.000 -0.085 0.071
-0.066 0.129 -0.092
0.081 0.053 0.035
0.035 0.134 -0.024
-0.078 0.061 -0.076
-0.051 -0.066 -0.059
-0.020 -0.042 0.013
-0.022 -0.043 -0.036
0.042 0.052 -0.060
0.135 0.032 0.004
0.054 0.039 0.038
-0.010 -0.009 0.053

Output
**HOMO energy (alpha / beta)**: -0.377 / -0.351 Eh
**Frontier orbital gap (alpha / beta)**: 0.309 / 0.280 hartree
**⟨S²⟩**: 2.005
**Spin multiplicity**: 3
**Total charge**: +1
**Energy relative to the best compared isomer or geometry (same formula, charge and spin)**: 18.1 kcal/mol